The following is a DFT calculation (ωB97M-V with the def2-TZVPD basis set) of an isolated ion of composition C9H15N3 and charge +2 in a non-equilibrium geometry.

Values from the calculation:
- HOMO energy (eV) = -17.03
- net charge = +2
- HOMO-LUMO gap (eV) = 6.93
- relative energy (zero: lowest compared OMol25 entry of this formula, charge and spin) (kJ/mol) = 571.41

XYZ file:
```
27
Properties=species:S:1:pos:R:3:forces:R:3:nbo_charge:R:1
C -0.626 1.677 -1.375 -0.4641 1.8948 -0.6602 0.534
C 0.767 1.765 -0.741 -0.4383 2.9633 -0.7056 -0.308
C 0.642 -2.281 0.959 -0.2628 2.2645 2.1758 -0.522
C -0.369 -2.279 -0.192 -0.3292 0.1640 1.5958 -0.375
C 1.629 -1.178 1.270 -1.4093 -0.0111 -1.8401 0.397
C -1.717 -1.516 -0.029 3.5074 1.1910 0.2064 -0.454
C 1.808 0.186 0.849 -2.4776 0.9209 0.7408 -0.371
C -0.687 0.912 0.975 0.9060 -2.0779 1.8301 -0.278
C -1.306 -0.085 -0.045 -0.9254 2.4258 1.3986 0.450
N -1.299 0.604 -1.099 -1.0732 -0.6004 -3.1027 -0.425
N -1.177 2.742 -1.968 -0.6068 -0.2005 -0.5290 -0.722
N 0.679 0.983 0.456 0.6143 -0.0895 -0.1363 -0.399
H 1.480 1.509 -1.585 -0.1700 0.0677 1.5331 0.281
H 0.850 2.944 -0.428 0.1306 -2.7559 -1.0153 0.280
H 0.188 -2.431 1.978 0.3324 -0.4708 -0.3358 0.320
H 1.408 -2.992 0.877 0.7407 -2.2532 -0.1661 0.307
H 0.244 -1.870 -0.921 0.4095 0.4920 -2.5075 0.212
H -0.779 -3.246 -0.451 1.0925 -0.6905 0.1231 0.284
H -0.726 0.542 2.004 0.3381 0.1778 0.0215 0.242
H 2.534 -1.336 1.801 0.5128 -1.6176 1.0196 0.237
H -2.201 -1.776 -0.922 -1.3697 0.0225 -0.9320 0.280
H -2.106 -1.898 0.865 -1.2554 -0.0597 1.1661 0.260
H 2.381 0.645 1.678 0.2255 0.2825 -0.4925 0.291
H 2.354 0.142 -0.074 1.5988 -0.4249 -0.4163 0.337
H -1.035 1.946 0.962 -0.8254 -0.4082 -0.1100 0.256
H -0.798 3.423 -2.600 2.0115 0.2402 0.4566 0.446
H -2.140 2.870 -2.243 -0.8133 -1.4466 0.6818 0.441
```
Forces are in eV/Å.



The following is a DFT calculation (ωB97M-V with the def2-TZVPD basis set) of one molecule with the formula C9H15N3O3S2 in a non-equilibrium geometry.

Values from the calculation:
- HOMO energy (eV) = -8.32
- SMILES string = CCOCC(=O)Nc1nnc(SCCOC)s1
- HOMO-LUMO gap (eV) = 9.03
- relative energy (zero: lowest compared OMol25 entry of this formula, charge and spin) (kJ/mol) = 0.00

XYZ file:
```
32
Properties=species:S:1:pos:R:3:forces:R:3:nbo_charge:R:1
C 4.115 0.012 3.364 0.0504 -0.1548 -0.4282 -0.622
C 4.221 -0.789 2.077 -0.0285 -0.1311 0.3176 -0.066
O 4.559 0.101 1.023 0.0104 0.2250 -0.0044 -0.541
C 4.598 -0.508 -0.241 0.2186 -0.1185 -0.1090 -0.158
C 3.212 -0.698 -0.849 0.2621 0.2445 0.4633 0.656
O 2.945 -1.515 -1.700 0.2064 -0.1949 -0.1877 -0.588
N 2.294 0.173 -0.343 0.3807 0.2142 0.2793 -0.624
C 0.990 0.184 -0.750 -0.7091 -0.5197 -0.7208 0.195
N 0.095 0.978 -0.272 1.7237 0.3287 0.8512 -0.293
N -1.104 0.809 -0.816 -1.4116 -0.1147 -0.5907 -0.311
C -1.134 -0.117 -1.714 0.6307 -0.1961 0.0061 -0.173
S -2.539 -0.566 -2.612 -0.5311 -0.1269 -0.3168 0.290
C -3.770 0.566 -1.896 0.1861 -0.1763 0.1872 -0.546
C -4.203 0.115 -0.499 0.2149 -0.1366 -0.0048 -0.079
O -5.223 0.915 0.041 -0.0437 0.2089 0.0976 -0.528
C -6.505 0.682 -0.489 0.0197 0.0075 0.0011 -0.250
S 0.412 -0.918 -1.987 -0.6586 0.6685 0.4299 0.417
H 3.321 0.749 3.285 -0.0915 0.0696 0.0388 0.213
H 3.900 -0.653 4.195 -0.0304 -0.0431 0.1101 0.218
H 5.051 0.530 3.552 0.0870 0.0464 0.0690 0.217
H 3.269 -1.294 1.859 0.0886 0.0200 -0.0087 0.168
H 5.001 -1.559 2.167 -0.0976 0.0637 -0.0633 0.171
H 5.161 0.166 -0.896 -0.0652 -0.1389 0.0035 0.223
H 5.113 -1.477 -0.218 -0.1302 0.0887 -0.0525 0.203
H 2.586 0.835 0.367 -0.0582 -0.1214 -0.0985 0.441
H -3.332 1.562 -1.861 -0.0894 0.0308 -0.0237 0.246
H -4.603 0.545 -2.597 0.0394 0.0250 -0.0466 0.225
H -4.516 -0.940 -0.535 0.0350 0.0928 0.0135 0.161
H -3.357 0.219 0.184 -0.0938 -0.1235 -0.1449 0.215
H -7.196 1.252 0.129 -0.0732 -0.0385 -0.0765 0.196
H -6.595 1.022 -1.527 -0.0301 -0.0127 0.0109 0.160
H -6.766 -0.382 -0.440 -0.0115 0.0133 -0.0020 0.164
```
Forces are in eV/Å.



The following is a DFT calculation (ωB97M-V with the def2-TZVPD basis set) of one molecule with the formula C9H15N3O6 in a non-equilibrium geometry.

Values from the calculation:
- HOMO energy (eV) = -9.81
- SMILES string = NC(=O)C[C@H](N)C(=O)N[C@@H](CCC(=O)O)C(=O)O
- HOMO-LUMO gap (eV) = 10.03
- relative energy (zero: lowest compared OMol25 entry of this formula, charge and spin) (kJ/mol) = 519.35

XYZ file:
```
33
Properties=species:S:1:pos:R:3:forces:R:3:nbo_charge:R:1
N 0.107 -1.520 -2.443 -0.7547 1.4962 -0.3336 -0.857
C -1.178 -0.929 -2.273 -0.8985 -4.1185 6.4442 0.684
O -1.805 -1.376 -1.214 0.5360 1.8529 -3.9466 -0.689
C -1.649 0.308 -3.027 1.8878 -0.8912 1.0389 -0.500
C -0.663 1.422 -2.282 -3.8283 -0.4245 1.0737 -0.130
N 0.640 1.177 -2.791 1.0068 3.7623 -3.3119 -0.861
C -0.863 1.533 -0.742 -0.9698 3.6551 4.3552 0.664
O -1.557 2.502 -0.184 2.4196 -4.2173 -3.0724 -0.635
N -0.092 0.729 0.093 2.2118 -0.7020 -3.7840 -0.628
C 0.277 0.982 1.487 -5.4246 0.3926 0.1517 -0.182
C -0.816 0.172 2.390 3.5305 -2.3470 0.4600 -0.339
C -0.455 -1.481 2.457 -1.6815 1.4801 0.3750 -0.549
C 0.413 -1.861 1.257 0.7939 -0.9800 -0.8594 0.810
O 1.559 -1.464 1.104 -1.3469 -0.6416 0.4829 -0.606
O -0.094 -2.742 0.284 0.7393 1.3563 1.8322 -0.747
C 1.669 0.860 1.844 2.4403 2.0649 -2.9557 0.800
O 2.595 1.214 1.099 -1.5150 -1.2883 1.9907 -0.607
O 1.658 0.625 3.121 3.6611 -1.4880 3.1077 -0.673
H 0.678 -1.959 -1.666 -2.1320 0.2419 -0.6347 0.431
H 0.595 -0.684 -2.676 1.6068 0.4033 -1.3716 0.399
H -1.169 0.138 -4.024 -1.1101 0.7777 0.3143 0.236
H -2.778 0.477 -2.947 1.9322 -0.2372 -0.1791 0.281
H -1.096 2.355 -2.599 -0.0684 0.5947 0.0021 0.220
H 0.321 1.730 -3.838 2.7393 -2.1993 3.4527 0.394
H 1.402 1.776 -2.292 -1.8362 -1.0236 -1.2964 0.411
H 0.636 0.209 -0.534 -1.5166 0.9440 2.1783 0.420
H -0.090 2.011 1.720 0.7483 -0.2647 -0.3888 0.278
H -1.618 0.230 1.748 -2.3304 0.3488 -0.7241 0.215
H -0.984 0.491 3.457 0.2340 0.0650 -1.4594 0.228
H 0.074 -1.593 3.471 -0.6596 -0.3407 -1.8348 0.256
H -1.491 -2.025 2.404 2.1776 0.8098 0.3568 0.240
H -0.923 -2.352 -0.071 -0.4313 -0.0108 -0.3257 0.523
H 2.592 0.379 3.487 -2.1613 0.9290 -1.1384 0.514
```
Forces are in eV/Å.



The following is a DFT calculation (ωB97M-V with the def2-TZVPD basis set) of a 2-piece molecular cluster, C9H15N4O6 overall in a non-equilibrium geometry.

Values from the calculation:
- HOMO energy (eV) = -13.19
- net charge = +1
- HOMO-LUMO gap (eV) = 8.08

XYZ file:
```
34
Properties=species:S:1:pos:R:3:forces:R:3:nbo_charge:R:1
C 1.502 2.237 -1.288 0.3072 -0.0554 1.1848 -0.731
C 0.707 3.500 -0.610 -1.4832 6.2899 -6.3121 0.745
O 0.420 4.546 -1.422 2.0099 -7.1187 6.0256 -0.472
O 0.263 3.604 0.791 -1.7552 -3.2655 -1.5341 -0.566
C -0.935 2.733 0.973 -4.7664 0.9207 -4.0060 0.748
O -1.994 2.822 0.160 7.4666 -0.9072 5.7525 -0.468
C -0.802 1.625 2.219 0.0185 1.8078 -0.0841 -0.328
N 0.665 1.152 2.151 -3.1964 -3.2096 -1.6517 -0.172
C 0.805 -0.119 1.341 7.0674 4.4582 3.7056 0.228
N 2.318 -0.318 1.398 -3.0527 3.8784 2.2771 -0.406
C 2.917 0.817 2.244 -3.9051 -1.5808 -1.5711 0.576
N 4.274 0.963 2.495 -1.5178 0.2389 0.0142 -0.879
N 1.801 1.728 2.714 1.7218 -4.7723 -3.0762 -0.349
H 2.069 1.671 -0.434 -1.1749 0.8325 -1.6693 0.211
H 0.722 1.526 -1.813 1.5817 1.5456 1.0984 0.268
H 2.340 2.593 -2.060 -2.3196 -0.4113 1.7377 0.295
H -1.079 2.093 3.263 0.7306 -0.7363 -2.1613 0.283
H -1.543 0.736 2.036 1.7376 1.7161 0.1556 0.294
H -0.034 -0.752 0.824 1.7000 1.5108 1.1647 0.322
H 4.870 1.277 1.694 -0.6130 -0.7348 1.4295 0.454
H 4.629 0.730 3.452 -0.2631 0.5292 -1.6570 0.452
H 1.828 2.587 3.312 -0.3626 -1.0308 -0.8802 0.488
C -2.272 -5.412 -1.392 0.0106 -0.7102 -0.1773 -0.260
O -2.354 -4.052 -0.971 0.1866 1.1354 -0.6132 -0.500
C -2.144 -3.148 -1.961 0.0708 -0.7212 -0.7621 0.976
O -1.902 -3.407 -3.129 -0.3629 0.5686 1.9327 -0.618
O -2.250 -1.905 -1.426 0.1644 -0.6957 0.0246 -0.517
C -2.051 -0.845 -2.359 0.0274 0.3859 -0.3800 -0.263
H -2.456 -6.047 -0.520 -0.0001 0.3983 -0.0279 0.202
H -3.037 -5.630 -2.144 0.2656 0.1028 0.0389 0.201
H -1.273 -5.638 -1.777 -0.2448 0.0999 -0.0839 0.195
H -2.806 -0.881 -3.151 0.2844 -0.0574 0.0719 0.213
H -1.042 -0.888 -2.783 -0.2242 -0.1318 -0.1114 0.187
H -2.158 0.102 -1.823 -0.1092 -0.2801 0.1453 0.189
```
Forces are in eV/Å.